[1]
{
  "formula": "C50H58FN9OPSi",
  "method": "wB97M-V/def2-TZVPD",
  "total_charge": -1,
  "elements": ["C", "P", "O", "C", "F", "Si", "C", "C", "C", "H", "H", "H", "H", "H", "H", "H", "H", "H", "H", "H", "H", "H", "N", "C", "C", "C", "C", "C", "H", "H", "H", "H", "H", "N", "C", "C", "C", "C", "C", "H", "H", "H", "H", "H", "N", "C", "C", "C", "C", "C", "H", "H", "H", "H", "H", "N", "C", "C", "C", "C", "C", "H", "H", "H", "H", "H", "N", "C", "C", "C", "C", "C", "H", "H", "H", "H", "H", "N", "C", "C", "C", "C", "C", "H", "H", "H", "H", "H", "N", "C", "C", "C", "C", "C", "H", "H", "H", "H", "H", "N", "C", "C", "C", "C", "C", "H", "H", "H", "H", "H", "N", "C", "C", "C", "C", "C", "H", "H", "H", "H", "H"],
  "positions_angstrom": [[2.88439, -3.06715, -2.77474], [2.43152, -4.54918, -3.80382], [3.76065, -4.39931, -4.88250], [2.90006, -5.84124, -2.71489], [2.26336, -7.07459, -3.25156], [2.59630, -5.79630, -0.90940], [2.50185, -7.56796, -0.25204], [4.02100, -4.94656, 0.00362], [1.02708, -4.89967, -0.26122], [3.96720, -3.02749, -2.64273], [2.55091, -2.16245, -3.28446], [2.40087, -3.09158, -1.79422], [4.30801, -5.17328, -4.69229], [1.61518, -7.70954, 0.37281], [2.45838, -8.27973, -1.07722], [3.37229, -7.79529, 0.36854], [3.97468, -5.16346, 1.07668], [4.97654, -5.30790, -0.38243], [3.99716, -3.85906, -0.11529], [0.40378, -4.52727, -1.07798], [0.40492, -5.56506, 0.34435], [1.27894, -4.04754, 0.37745], [-1.06821, -2.50132, 1.44803], [-2.30111, -2.38055, 1.93818], [-2.97854, -1.17326, 2.01510], [-2.35186, -0.03193, 1.53745], [-1.07883, -0.14714, 1.00623], [-0.47945, -1.40156, 0.99030], [-2.76076, -3.29479, 2.30058], [-3.97040, -1.12551, 2.44384], [-2.84465, 0.93021, 1.59124], [-0.55699, 0.72289, 0.63114], [0.52383, -1.52757, 0.59680], [1.02974, -2.18738, 5.40648], [0.12891, -1.55625, 4.65548], [-0.15311, -0.20038, 4.77322], [0.54258, 0.54020, 5.71316], [1.48884, -0.10328, 6.49639], [1.69202, -1.46196, 6.30445], [-0.39641, -2.15598, 3.92259], [-0.89994, 0.24880, 4.13111], [0.35384, 1.60011, 5.83135], [2.06226, 0.43185, 7.24193], [2.42609, -1.99330, 6.90125], [-4.19176, 1.12028, 4.13165], [-4.78602, 0.41413, 5.08908], [-5.73694, 0.94281, 5.95059], [-6.08712, 2.27589, 5.80987], [-5.47233, 3.02257, 4.81758], [-4.53348, 2.39985, 4.00731], [-4.48426, -0.62470, 5.17325], [-6.18692, 0.31936, 6.71130], [-6.82525, 2.72501, 6.46215], [-5.71102, 4.06705, 4.66886], [-4.03283, 2.95637, 3.22181], [-0.04459, 3.13801, 0.51925], [-0.65891, 3.24471, -0.65756], [-0.86937, 4.45299, -1.30680], [-0.41377, 5.61446, -0.70461], [0.21364, 5.51798, 0.52803], [0.37433, 4.26220, 1.09503], [-1.00064, 2.31774, -1.10693], [-1.39241, 4.48278, -2.25291], [-0.54803, 6.56818, -1.19778], [0.58565, 6.39556, 1.04054], [0.87172, 4.15161, 2.05285], [-3.50179, 5.52591, -3.64560], [-4.63261, 6.22928, -3.67701], [-4.91238, 7.19659, -4.63098], [-3.96318, 7.43902, -5.61337], [-2.78089, 6.71952, -5.59168], [-2.60035, 5.77723, -4.58889], [-5.35361, 6.00760, -2.89748], [-5.85530, 7.72758, -4.62563], [-4.14790, 8.17239, -6.38858], [-2.00701, 6.87991, -6.33048], [-1.68194, 5.20237, -4.54178], [-7.30204, 9.28666, -6.19989], [-6.46273, 10.25199, -6.56645], [-6.79449, 11.25652, -7.46389], [-8.06807, 11.26023, -8.00944], [-8.95269, 10.26293, -7.63276], [-8.52325, 9.30297, -6.72768], [-5.47549, 10.22612, -6.11709], [-6.06804, 12.01435, -7.72401], [-8.36550, 12.02607, -8.71411], [-9.95777, 10.22274, -8.03010], [-9.19117, 8.50836, -6.41452], [3.73142, -7.90663, 3.19142], [2.72005, -7.32531, 3.82878], [2.09897, -7.88223, 4.93910], [2.55171, -9.10548, 5.40585], [3.60149, -9.72204, 4.74350], [4.15518, -9.08242, 3.64287], [2.38745, -6.37248, 3.43120], [1.28038, -7.36220, 5.41849], [2.09306, -9.57159, 6.26927], [3.98886, -10.67841, 5.07033], [4.97769, -9.53475, 3.09960], [7.81471, -10.58866, 3.79384], [9.03112, -10.26152, 3.36600], [9.66933, -10.89853, 2.31143], [9.01044, -11.93184, 1.66546], [7.74282, -12.28250, 2.10019], [7.19253, -11.58019, 3.16249], [9.51835, -9.44498, 3.88728], [10.65619, -10.58111, 2.00276], [9.47185, -12.44735, 0.83301], [7.18057, -13.07240, 1.62120], [6.19680, -11.82320, 3.51864], [0.00891, 7.60174, -3.56612], [-0.09877, 8.91249, -3.36613], [0.81016, 9.83798, -3.85832], [1.88799, 9.37684, -4.59750], [2.01030, 8.01384, -4.81280], [1.04723, 7.17028, -4.27717], [-0.95537, 9.23971, -2.78610], [0.67202, 10.89287, -3.66280], [2.62027, 10.06682, -4.99678], [2.83491, 7.60436, -5.38018], [1.11701, 6.09746, -4.42293]],
  "lowdin_charge": [-0.32, 0.71, -0.43, -0.57, -0.31, 0.41, -0.19, -0.21, -0.21, 0.03, 0.01, -0.01, 0.00, 0.01, 0.01, 0.00, 0.01, 0.02, 0.01, 0.01, 0.01, 0.00, 0.06, -0.17, -0.09, -0.09, -0.07, -0.14, 0.10, 0.08, 0.09, 0.07, 0.11, 0.06, -0.14, -0.06, -0.09, -0.09, -0.17, 0.08, 0.09, 0.10, 0.09, 0.10, 0.06, -0.15, -0.07, -0.09, -0.08, -0.15, 0.11, 0.10, 0.10, 0.10, 0.10, 0.05, -0.15, -0.06, -0.08, -0.08, -0.16, 0.10, 0.08, 0.08, 0.10, 0.10, 0.06, -0.15, -0.08, -0.09, -0.08, -0.17, 0.10, 0.08, 0.09, 0.10, 0.09, 0.06, -0.16, -0.07, -0.08, -0.07, -0.15, 0.10, 0.10, 0.10, 0.10, 0.11, 0.07, -0.14, -0.08, -0.09, -0.08, -0.15, 0.11, 0.10, 0.10, 0.09, 0.09, 0.06, -0.15, -0.08, -0.08, -0.07, -0.16, 0.10, 0.10, 0.10, 0.10, 0.10, 0.06, -0.15, -0.08, -0.08, -0.07, -0.15, 0.11, 0.10, 0.10, 0.10, 0.11]
}

=====

[2]
{
  "formula": "C3H3O3",
  "method": "wB97M-V/def2-TZVPD",
  "smiles": "O=CCC(=O)[O-]",
  "de_lowest_kcal_mol": 2.6,
  "total_charge": -1,
  "elements": ["O", "C", "C", "C", "O", "O", "H", "H", "H"],
  "positions_angstrom": [[-0.08132, 2.18326, 0.60321], [-0.49768, 1.07992, 0.33086], [0.22052, -0.19285, 0.53786], [0.31175, -0.90061, -0.86269], [1.38048, -0.71125, -1.46872], [-0.68938, -1.57972, -1.16434], [-1.48771, 0.95100, -0.13888], [1.20189, -0.00229, 0.95684], [-0.35855, -0.82747, 1.20585]],
  "lowdin_charge": [0.00, -0.31, -0.11, -0.76, -0.07, -0.08, 0.12, 0.10, 0.11]
}

=====

[3]
{
  "formula": "C4H10O3",
  "method": "wB97M-V/def2-TZVPD",
  "smiles": "C=C/C=C/O.O.O",
  "de_lowest_kcal_mol": 63.7,
  "elements": ["C", "C", "C", "C", "O", "H", "H", "H", "H", "H", "H", "O", "H", "H", "O", "H", "H"],
  "positions_angstrom": [[1.85950, 0.14757, -0.92829], [0.82968, -0.11268, -0.12027], [-0.52867, -0.47870, -0.56034], [-1.59714, 0.17363, -0.06173], [-2.84373, -0.31816, -0.25415], [2.89233, 0.34189, -0.67538], [1.70029, 0.18321, -1.99578], [0.95070, -0.09639, 0.96200], [-0.63020, -1.47171, -0.98300], [-1.66591, 1.09220, 0.50027], [-3.11730, -1.20416, -0.13834], [1.09484, -3.06762, 1.06483], [1.60241, -2.43013, 0.54381], [0.20121, -2.67871, 1.02133], [-0.63137, 3.29918, 0.43237], [0.06905, 3.89631, 0.11287], [-0.18572, 2.72426, 1.07981]],
  "lowdin_charge": [0.01, -0.24, -0.11, -0.17, 0.01, 0.05, 0.06, 0.10, 0.11, 0.10, 0.08, -0.07, 0.01, 0.03, -0.07, 0.05, 0.03]
}

=====

Number 1: frontier orbital gap 3.692 eV. Number 2: frontier orbital gap 8.578 eV. Number 3: frontier orbital gap 9.686 eV.